1.
This record from the OMol25 dataset describes a structure of composition C45H44CaP2 in a non-equilibrium geometry. The level of theory is ωB97M-V/def2-TZVPD.

Each line ends with the Löwdin charge.
Cartesian coordinates (Å):
Ca -0.60657 1.71758 -1.37329  1.25
C -1.81218 1.13315 -5.91650  -0.11
C -1.84062 -0.17596 -5.65359  -0.12
C -1.25499 -1.20849 -6.56700  -0.19
C 0.17242 -0.92774 -7.11716  -0.18
C 1.07149 -0.04268 -6.30274  -0.11
C 1.13675 1.29542 -6.40395  -0.12
C 0.19444 2.14656 -7.18928  -0.18
C -1.29282 1.70949 -7.19866  -0.18
C 1.26220 0.10835 0.01216  -0.27
H -2.29817 1.85851 -5.26980  0.08
H -2.43452 -0.57774 -4.83122  0.08
H -1.90138 -1.35684 -7.44900  0.12
H -1.23307 -2.17892 -6.04744  0.09
H 0.67874 -1.90482 -7.16172  0.11
H 0.08218 -0.54347 -8.14163  0.11
H 1.81364 -0.60527 -5.72182  0.09
H 2.02077 1.83647 -6.05836  0.07
H 0.52729 2.23889 -8.24146  0.12
H 0.24789 3.15956 -6.76234  0.11
H -1.87426 2.62036 -7.40723  0.11
H -1.44857 1.00506 -8.02799  0.10
H 0.88409 1.11870 0.27683  -0.02
H 2.08568 -0.07902 0.71226  0.07
H 0.48558 -0.64661 0.20183  0.05
P -1.60152 -0.90260 -2.02661  0.96
P 2.00255 -0.04177 -1.60918  0.85
C -0.20126 -1.19985 -3.09783  -0.40
C 1.11057 -0.81589 -2.92839  -0.36
C -2.58127 -2.41079 -1.86775  -0.37
C -2.96778 -3.27783 -2.90846  -0.08
C -3.79226 -4.37112 -2.61397  -0.09
C -4.20647 -4.63338 -1.30709  -0.08
C -3.75023 -3.81719 -0.26630  -0.08
C -2.93118 -2.72352 -0.52592  -0.09
C -2.78118 0.41604 -2.66630  -0.40
C -2.28162 1.72479 -2.99492  -0.34
C -3.05632 2.86551 -2.71499  -0.10
C -4.43577 2.70009 -2.58266  -0.08
C -4.99364 1.42773 -2.56930  -0.07
C -4.17638 0.30088 -2.56120  -0.08
C 3.45789 -1.07164 -1.42852  -0.32
C 3.25333 -2.40185 -1.01519  -0.08
C 4.36604 -3.22414 -0.84270  -0.08
C 5.64848 -2.72362 -1.10091  -0.08
C 5.82463 -1.42099 -1.57660  -0.08
C 4.72762 -0.57460 -1.74352  -0.06
C 2.44277 1.65386 -2.05671  -0.42
C 2.61635 2.69558 -1.11962  -0.16
C 2.79552 4.00542 -1.58448  -0.12
C 2.86179 4.27468 -2.95530  -0.14
C 2.73706 3.22930 -3.87634  -0.12
C 2.54656 1.92031 -3.43075  -0.14
H -0.42864 -1.87671 -3.94298  0.04
H 1.79524 -1.08136 -3.75470  0.06
H -2.63906 -3.10689 -3.94030  0.10
H -4.10330 -5.03383 -3.42268  0.10
H -4.84580 -5.49320 -1.09234  0.11
H -4.02831 -4.05033 0.75995  0.11
H -2.55517 -2.09851 0.29517  0.10
H -1.27022 1.84230 -3.45831  0.09
H -2.61038 3.86514 -2.72355  0.12
H -5.07788 3.57757 -2.48771  0.11
H -6.08284 1.31446 -2.51797  0.12
H -4.62978 -0.69210 -2.47776  0.12
H 2.23469 -2.77216 -0.84422  0.12
H 4.22612 -4.25129 -0.51015  0.10
H 6.51298 -3.36879 -0.96028  0.10
H 6.81187 -1.04962 -1.82906  0.10
H 4.83175 0.45276 -2.10711  0.11
H 2.65634 2.50714 -0.04172  0.09
H 2.88872 4.83460 -0.88354  0.10
H 3.01634 5.29680 -3.32349  0.09
H 2.79991 3.42495 -4.94304  0.09
H 2.43548 1.10238 -4.14277  0.07
C -1.46270 0.58876 5.68531  -0.10
C -0.30778 0.67798 4.87973  -0.11
C -0.40940 0.82954 3.50457  -0.06
C -1.67210 0.87070 2.84838  -0.22
C -1.86058 1.03969 1.46403  -0.11
C -3.11252 1.00926 0.90299  -0.20
C -4.27701 0.84410 1.73684  -0.10
C -4.15506 0.74164 3.10524  -0.07
C -2.86588 0.73924 3.69880  -0.18
C -2.71659 0.62892 5.09816  -0.06
H -1.36895 0.48742 6.76484  0.09
H 0.66718 0.63456 5.36292  0.09
H 0.49624 0.93212 2.90234  0.09
H -3.28489 1.09910 -0.17546  0.03
H -5.26341 0.81451 1.27126  0.09
H -5.02826 0.65449 3.76826  0.11
H -3.61201 0.58404 5.71950  0.10

Max |F|: 3.2 eV/A
HOMO (alpha / beta): -5.212 / -4.394 eV
Energy: -84387.317 eV
HOMO-LUMO gap (alpha / beta): 4.939 / 4.131 eV

***

2.
This record from the OMol25 dataset describes a structure of composition C45H44GeN5O3STi in a non-equilibrium geometry. The level of theory is ωB97M-V/def2-TZVPD.

Each line ends with the Löwdin spin population.
Cartesian coordinates (Å):
Ti -0.26098 -0.41753 -0.60387  0.38
C -2.81364 -1.11614 -3.98208  0.02
C -2.30987 -0.85574 -2.60136  0.13
N -1.19471 -1.36351 -2.11273  0.08
N -0.41206 -2.24672 -2.84588  0.00
C 0.70549 -2.41348 -2.20598  0.02
O 0.96933 -1.80023 -1.07480  0.00
C 1.74130 -3.31531 -2.75181  0.00
C 2.71886 -3.80352 -1.89179  0.00
C 3.68759 -4.67293 -2.37100  0.00
C 3.68762 -5.04174 -3.70845  0.00
C 2.71799 -4.54140 -4.56997  0.00
C 1.74357 -3.68009 -4.09497  0.00
C -2.94462 0.02082 -1.67459  0.11
C -4.21387 0.60811 -1.86171  0.02
C -4.74721 1.39652 -0.88002  0.07
C -4.01679 1.59938 0.31433  0.05
C -2.78600 1.01707 0.43854  0.03
N -2.22525 0.26154 -0.53009  0.09
H -2.06436 -1.67261 -4.53850  0.00
H -3.01548 -0.17560 -4.49805  0.01
H -3.73926 -1.69663 -3.97147  0.01
H 2.70377 -3.50595 -0.85216  0.00
H 4.43726 -5.06542 -1.69620  0.00
H 4.44277 -5.72132 -4.08271  0.00
H 2.72206 -4.82575 -5.61428  0.00
H 0.98432 -3.27810 -4.75144  0.00
H -4.75743 0.40481 -2.77427  0.00
H -5.72281 1.84632 -1.00884  0.00
H -4.41560 2.19017 1.12707  0.00
H -2.17671 1.15290 1.32094  0.00
O 1.66902 2.64521 1.38127  0.00
C 1.49968 1.71388 0.60100  0.00
O 0.37883 1.07908 0.48939  0.01
C 2.61524 1.25718 -0.29780  0.00
C 3.89803 1.25353 0.24253  0.00
C 4.98273 0.82349 -0.50059  0.00
C 4.77842 0.40872 -1.81065  0.00
C 3.51143 0.43604 -2.36558  0.00
C 2.40226 0.85591 -1.62790  0.00
S 0.82172 0.92636 -2.44483  -0.02
H 4.01804 1.58733 1.26552  0.00
H 5.97387 0.81207 -0.06718  0.00
H 5.61257 0.05967 -2.40652  0.00
H 3.35607 0.11962 -3.38904  0.00
C 0.57375 5.73492 -1.50147  0.00
C 0.91283 4.26574 -1.14633  0.00
N -0.31003 3.53293 -0.86538  0.00
C -0.94183 4.04444 0.33620  0.00
C -1.22785 5.55808 0.17285  0.00
N -0.89876 5.91735 -1.25128  0.00
C -1.68745 5.06030 -2.20250  0.00
C -1.21666 3.59905 -1.99109  0.00
H 0.74848 5.97546 -2.54985  0.00
H 1.09901 6.45607 -0.87638  0.00
H 1.55216 4.21688 -0.26663  0.00
H 1.42274 3.77322 -1.97536  0.00
H -0.27429 3.85528 1.17807  0.00
H -1.87097 3.50058 0.49845  0.00
H -0.59958 6.18018 0.80946  0.00
H -2.27294 5.81983 0.33681  0.00
H -1.14235 6.89113 -1.40858  0.00
H -1.48762 5.43124 -3.20732  0.00
H -2.74143 5.20997 -1.96983  0.00
H -0.69726 3.21946 -2.86986  0.00
H -2.07356 2.95045 -1.79941  0.00
C 0.77083 1.77278 5.42824  0.00
C 1.58590 0.69177 5.13689  0.00
C 1.21484 -0.22449 4.16071  0.00
C 0.02681 -0.08120 3.44428  0.00
C -0.78590 1.00821 3.76860  0.00
C -0.42952 1.92101 4.74847  0.00
Ge -0.39677 -1.27220 1.93851  -0.02
C 0.95589 -2.71609 2.09543  0.00
C 2.28366 -2.45299 1.74514  0.00
C 3.25586 -3.43985 1.79405  0.00
C 2.91668 -4.72975 2.18350  0.00
C 1.60489 -5.01408 2.52911  0.00
C 0.63880 -4.01512 2.48494  0.00
C -2.12554 -2.15484 2.30438  0.00
C -2.82083 -2.02879 3.50605  0.00
C -4.06822 -2.61546 3.68418  0.00
C -4.64506 -3.34570 2.65610  0.00
C -3.96771 -3.48558 1.45176  0.00
C -2.72774 -2.88913 1.28055  0.00
H 1.06653 2.49408 6.17956  0.00
H 2.52069 0.56015 5.66805  0.00
H 1.86342 -1.06839 3.96044  0.00
H -1.73307 1.14853 3.25975  0.00
H -1.08540 2.75213 4.97949  0.00
H 2.56970 -1.45773 1.41426  0.00
H 4.27616 -3.20661 1.51238  0.00
H 3.66889 -5.50833 2.20833  0.00
H 1.33148 -6.01646 2.83519  0.00
H -0.38272 -4.25590 2.75953  0.00
H -2.37848 -1.46717 4.32204  0.00
H -4.58925 -2.50399 4.62717  0.00
H -5.61564 -3.80611 2.79192  0.00
H -4.41107 -4.05488 0.64340  0.00
H -2.21766 -2.99641 0.32557  0.00

2S+1: 2
Expectation value of S²: 0.78
Max |F|: 1.6 eV/A
HOMO (alpha / beta): -6.086 / -6.402 eV
Energy: -151440.233 eV
HOMO-LUMO gap (alpha / beta): 5.299 / 5.615 eV

***

3.
This record from the OMol25 dataset describes a structure of composition C45H44IN4OSb2Ti. The level of theory is ωB97M-V/def2-TZVPD.

Each line ends with the Löwdin spin population.
Cartesian coordinates (Å):
Ti -0.61779 0.76626 1.47546  0.14
C 2.67766 0.45052 0.40134  0.00
C 2.36359 1.78360 1.10167  0.00
C 0.86980 2.06472 1.13436  0.00
Sb -2.74019 2.40610 -0.04279  0.55
C -4.17497 0.97700 -0.67507  0.04
C -4.44009 -0.09544 0.17825  0.03
C -5.38283 -1.04652 -0.17789  0.00
C -6.07153 -0.92345 -1.37772  0.03
C -5.83377 0.15904 -2.21479  0.00
C -4.89217 1.11572 -1.86330  0.02
C -2.10969 3.28993 -1.87562  0.05
C -2.06261 2.59087 -3.08074  0.02
C -1.58550 3.22268 -4.21957  0.00
C -1.16178 4.54333 -4.16375  0.02
C -1.21052 5.24293 -2.96457  0.00
C -1.67826 4.61655 -1.81840  0.02
Sb 2.92228 -1.25498 1.75129  0.00
C 4.86003 -1.74442 0.94625  0.00
C 5.12549 -2.99260 0.39140  0.00
C 6.39451 -3.28271 -0.09399  0.00
C 7.40188 -2.33200 -0.02449  0.00
C 7.14387 -1.08946 0.53692  0.00
C 5.87887 -0.79843 1.02671  0.00
C 1.88216 -2.72895 0.57888  0.00
C 1.88014 -2.71083 -0.81468  0.00
C 1.28122 -3.73810 -1.53256  0.00
C 0.67470 -4.79288 -0.86149  0.00
C 0.66493 -4.81659 0.52566  0.00
C 1.26601 -3.78725 1.24230  0.00
H 3.62052 0.52431 -0.13906  0.00
H 1.90682 0.22660 -0.34259  0.00
H 2.86738 2.59828 0.57313  0.00
H 2.77039 1.79751 2.11795  0.00
H 0.58770 2.99692 1.64249  0.00
H 0.49804 2.16573 0.08208  0.01
H -3.91725 -0.18497 1.12673  0.00
H -5.59216 -1.87871 0.48237  0.00
H -6.81340 -1.66190 -1.65139  0.00
H -6.39360 0.26773 -3.13419  0.00
H -4.72710 1.97286 -2.50307  0.00
H -2.39315 1.56139 -3.13675  0.00
H -1.54549 2.68179 -5.15655  0.00
H -0.79321 5.03249 -5.05560  0.00
H -0.88503 6.27377 -2.92355  0.00
H -1.71848 5.16782 -0.88567  0.00
H 4.34321 -3.73955 0.33287  0.00
H 6.59752 -4.25441 -0.52530  0.00
H 8.38997 -2.56066 -0.40073  0.00
H 7.93218 -0.35041 0.59998  0.00
H 5.69480 0.17327 1.47494  0.00
H 2.39079 -1.91688 -1.34982  0.00
H 1.30886 -3.72930 -2.61575  0.00
H 0.22728 -5.60670 -1.41841  0.00
H 0.21009 -5.64641 1.05243  0.00
H 1.26102 -3.81789 2.32715  0.00
C -1.57327 -1.28914 -2.26040  0.00
C -2.03624 -2.50548 -1.77474  0.01
C -1.97875 -2.76514 -0.41602  0.00
C -1.48715 -1.79863 0.44123  0.00
N -1.06629 -0.60439 -0.04155  0.02
C -1.09303 -0.36312 -1.36262  0.02
C -1.30507 -1.96839 1.88437  0.00
C -1.81767 -3.04600 2.59776  0.00
C -1.50297 -3.18983 3.93967  0.00
C -0.69172 -2.25629 4.57751  0.00
C -0.23409 -1.14501 3.88191  0.00
C -0.53760 -0.98372 2.53359  0.01
H -1.58045 -1.06830 -3.31846  0.00
H -2.41881 -3.25458 -2.45545  0.00
H -2.28974 -3.72589 -0.03338  0.00
H -0.68466 0.58657 -1.69930  0.01
H -2.44077 -3.78653 2.11253  0.00
H -1.88260 -4.03545 4.49745  0.00
H -0.42939 -2.38853 5.61896  0.00
H 0.37436 -0.41179 4.40214  0.00
C -3.76207 1.61618 4.53003  0.00
N -2.46349 2.15593 4.92963  0.00
C -1.39290 2.11541 4.15572  0.00
N -0.22282 2.60606 4.58384  0.00
O -1.47141 1.59803 2.99110  0.00
H -4.36913 2.37356 4.03597  0.00
H -4.28157 1.26636 5.41757  0.00
H -3.61090 0.77678 3.85779  0.00
H -2.40369 2.61716 5.82330  0.00
H -0.10093 3.02450 5.49006  0.00
H 0.55858 2.57267 3.95220  0.00
I 2.97700 5.38990 -3.31343  0.00
C 2.48352 3.35746 -3.28403  0.00
C 3.08991 2.44808 -4.13299  0.00
C 2.69952 1.11819 -4.05573  0.00
C 1.72643 0.76082 -3.13820  0.00
N 1.14231 1.63780 -2.32020  0.00
C 1.51708 2.91051 -2.39578  0.00
H 3.84805 2.75842 -4.83906  0.00
H 3.14705 0.37271 -4.69841  0.00
H 1.39630 -0.26962 -3.04713  0.00
H 1.01595 3.60541 -1.73023  0.00

2S+1: 2
Expectation value of S²: 0.76
Max |F|: 0.7 eV/A
HOMO (alpha / beta): -12.350 / -12.350 eV
Energy: -99663.992 eV
HOMO-LUMO gap (alpha / beta): 6.085 / 5.185 eV
Charge: +2

***

4.
This record from the OMol25 dataset describes a structure of composition C45H44N2O4S2Sb2Ti in a non-equilibrium geometry. The level of theory is ωB97M-V/def2-TZVPD.

Each line ends with the Löwdin spin population.
Cartesian coordinates (Å):
Ti 1.05480 1.31408 1.04931  1.66
C -2.85310 0.98071 1.42162  0.00
N -1.89526 1.21674 2.48933  0.01
C -1.93632 2.58464 2.97881  0.00
C -0.94738 3.53302 2.30951  0.00
N 0.46081 3.14616 2.47441  0.01
C 0.77300 3.00965 3.91044  0.00
C 1.40464 4.07022 1.85983  0.01
C 1.00381 5.31746 1.39500  0.01
C 1.91095 6.18974 0.80630  0.01
C 3.23629 5.81050 0.68610  0.01
C 3.63934 4.56208 1.13195  0.01
C 2.75449 3.65282 1.71869  0.01
S 3.29967 2.04460 2.17153  0.01
C -1.93940 0.21101 3.50964  0.00
C -3.11637 0.03609 4.23817  0.00
C -3.24254 -0.93471 5.21717  0.00
C -2.15022 -1.76212 5.46589  0.00
C -0.97572 -1.59381 4.75857  0.00
C -0.81825 -0.60217 3.76696  0.01
S 0.74291 -0.43554 3.00082  0.02
H -3.89701 0.99802 1.78304  0.00
H -2.65778 0.01240 0.96011  0.00
H -2.72836 1.73077 0.64258  0.00
H -1.78455 2.58515 4.05880  0.00
H -2.93583 3.02331 2.81499  0.00
H -1.11907 4.51726 2.77662  0.00
H -1.16772 3.62256 1.24428  0.00
H 0.49624 3.93597 4.43538  0.00
H 1.83310 2.80621 4.02562  0.00
H 0.23554 2.16263 4.33097  0.00
H -0.03419 5.60957 1.44474  0.00
H 1.56747 7.14138 0.41915  0.00
H 3.95457 6.46582 0.20620  0.00
H 4.66304 4.23877 0.99052  0.00
H -3.95334 0.69065 4.01465  0.00
H -4.16750 -1.04824 5.77057  0.00
H -2.21157 -2.54021 6.21979  0.00
H -0.12323 -2.23119 4.96311  0.00
C 0.75168 -3.46336 -1.11586  0.00
C -0.64525 -3.22712 -1.71274  0.00
C -1.41466 -1.98070 -1.23765  0.00
Sb -1.08782 -0.29267 -2.55300  0.00
C -1.91897 -1.43552 -4.24107  0.00
C -3.14667 -2.09835 -4.21932  0.00
C -3.60473 -2.81497 -5.31598  0.00
C -2.83825 -2.88455 -6.47397  0.00
C -1.61767 -2.23019 -6.52112  0.00
C -1.16974 -1.51510 -5.41395  0.00
C -2.96130 0.71574 -2.20985  0.00
C -4.06653 0.13606 -1.59153  0.00
C -5.24414 0.84781 -1.40419  0.00
C -5.33699 2.16328 -1.83835  0.00
C -4.24398 2.75638 -2.45180  0.00
C -3.06819 2.03949 -2.63264  0.00
Sb 1.84895 -1.81065 -0.21062  0.01
C 3.43635 -1.89650 -1.66949  0.00
C 4.33934 -2.94906 -1.81236  0.00
C 5.27763 -2.94845 -2.83683  0.00
C 5.32377 -1.89228 -3.73807  0.00
C 4.43457 -0.83596 -3.60275  0.00
C 3.50097 -0.83506 -2.57293  0.00
C 2.80963 -3.04582 1.26211  0.00
C 2.12931 -3.99396 2.01824  0.00
C 2.75009 -4.65511 3.07023  0.00
C 4.06626 -4.36290 3.39697  0.00
C 4.75177 -3.39889 2.67023  0.00
C 4.12614 -2.74585 1.61722  0.00
H 1.42343 -3.90339 -1.85437  0.00
H 0.68961 -4.18662 -0.29846  0.00
H -1.25112 -4.11439 -1.49940  0.00
H -0.56769 -3.20643 -2.80378  0.00
H -1.18507 -1.69703 -0.20832  0.00
H -2.48604 -2.18539 -1.28331  0.00
H -3.76893 -2.05106 -3.33221  0.00
H -4.56302 -3.31994 -5.26926  0.00
H -3.19324 -3.44390 -7.33164  0.00
H -1.00958 -2.27476 -7.41741  0.00
H -0.20849 -1.01285 -5.46674  0.00
H -4.01996 -0.87932 -1.21357  0.00
H -6.08301 0.37794 -0.90368  0.00
H -6.24979 2.72616 -1.68169  0.00
H -4.28950 3.79087 -2.76990  0.00
H -2.21278 2.54035 -3.06723  0.00
H 4.31416 -3.78355 -1.12192  0.00
H 5.97372 -3.77492 -2.92912  0.00
H 6.05788 -1.88880 -4.53558  0.00
H 4.47359 0.00394 -4.28591  0.00
H 2.84603 0.02233 -2.43843  0.00
H 1.08731 -4.21310 1.81050  0.00
H 2.19479 -5.38470 3.64821  0.00
H 4.54809 -4.86803 4.22580  0.00
H 5.77060 -3.13919 2.93245  0.00
H 4.66889 -1.97896 1.07622  0.00
O 1.80055 3.30904 -1.97704  0.04
C 1.33262 2.44649 -1.25271  0.03
O 1.95188 1.41520 -0.77181  0.00
C -0.15959 2.47077 -0.80929  0.04
O -0.89015 3.43302 -1.02441  0.04
O -0.55272 1.35246 -0.26611  0.05

2S+1: 3
Expectation value of S²: 2.01
Max |F|: 1.7 eV/A
HOMO (alpha / beta): -0.212 / -1.886 eV
Energy: -116413.120 eV
HOMO-LUMO gap (alpha / beta): 4.359 / 6.032 eV
Charge: -2